Density functional theory data (ωB97M-V/def2-TZVPD) for C27H41O2Sb2W as an isolated structure at a distorted geometry.

Last column: Löwdin charge in e.
CARTESIAN COORDINATES (ANGSTROEM)
W -0.318 0.788 -0.287  1.21
C 2.373 1.075 2.618  -0.21
Sb 0.375 0.502 2.244  1.42
C 0.243 -1.461 3.004  -0.22
C -0.732 1.557 3.787  -0.23
C -0.093 2.828 4.173  -0.28
C 0.718 2.865 5.307  -0.03
C 1.330 4.039 5.701  0.00
C 1.154 5.217 4.951  0.00
C 0.357 5.204 3.829  -0.02
C -0.294 4.029 3.425  -0.26
C -1.225 4.087 2.296  -0.22
Sb -0.417 3.422 0.373  1.41
C -1.878 4.413 -0.797  -0.23
C 1.395 4.481 0.293  -0.22
H 2.357 1.736 3.477  0.02
H 2.814 1.574 1.765  0.02
H 2.930 0.173 2.847  0.04
H 0.724 -1.426 3.984  0.05
H 0.771 -2.146 2.347  0.04
H -0.798 -1.750 3.102  0.03
H -0.691 0.825 4.595  0.09
H -1.757 1.640 3.441  0.07
H 0.848 1.966 5.903  0.13
H 1.937 4.056 6.599  0.13
H 1.625 6.139 5.270  0.13
H 0.196 6.123 3.273  0.13
H -1.478 5.114 2.028  0.09
H -2.141 3.517 2.432  0.08
H -1.666 5.483 -0.767  0.04
H -2.838 4.205 -0.337  0.03
H -1.861 4.054 -1.819  0.02
H 1.176 5.477 -0.085  0.04
H 2.102 3.981 -0.357  0.02
H 1.780 4.539 1.305  0.02
C 2.540 -0.478 -7.146  0.00
C 2.290 -0.297 -5.680  -0.18
C 2.582 -1.308 -4.771  0.03
C 2.351 -1.168 -3.417  -0.14
C 2.837 -2.278 -2.508  0.00
C 1.793 0.068 -2.964  -0.07
C 1.510 1.133 -3.876  -0.16
C 0.879 2.444 -3.477  -0.02
C 1.741 0.907 -5.205  0.03
C 1.459 0.233 -1.601  -0.46
O 1.436 1.403 -0.980  -0.22
O 0.853 -0.691 -0.847  -0.17
H 3.234 -1.293 -7.341  0.10
H 2.926 0.437 -7.595  0.10
H 1.599 -0.710 -7.652  0.11
H 3.028 -2.232 -5.129  0.14
H 2.568 -3.250 -2.921  0.10
H 2.468 -2.232 -1.494  0.06
H 3.928 -2.250 -2.466  0.11
H 1.541 3.057 -2.866  0.09
H -0.039 2.299 -2.929  0.05
H 0.609 3.011 -4.362  0.10
H 1.494 1.684 -5.920  0.14
C -2.202 -1.714 0.212  -0.05
C -2.616 -0.473 -0.601  -0.64
C -2.066 -0.556 -2.052  -0.06
C -4.147 -0.440 -0.698  -0.03
C -2.197 0.890 0.120  -0.23
H -2.605 -2.612 -0.258  0.11
H -2.601 -1.660 1.224  0.10
H -1.125 -1.853 0.278  0.05
H -2.586 -1.368 -2.563  0.12
H -1.019 -0.822 -2.153  0.06
H -2.283 0.353 -2.608  0.10
H -4.472 -1.349 -1.208  0.11
H -4.500 0.422 -1.269  0.11
H -4.606 -0.410 0.293  0.11
H -3.036 1.399 0.560  0.07

Forces on atoms 1 to 3 (eV/Å):
-3.723 -0.241 1.247
-0.064 -0.091 -0.196
0.142 -0.164 1.081

HOMO-LUMO gap (alpha / beta) in eV: 5.677 / 3.894
Highest occupied orbital energy (alpha / beta) in eV: -16.92 / -16.51
Total charge: +3
LUMO level (alpha / beta) in eV: -11.247 / -12.612
Energy relative to the best compared isomer or geometry (same formula, charge and spin) in kcal/mol: 0.0
DFT total energy in eV: -47629.5389